# 1
DFT (ωB97M-V with the def2-TZVPD basis set) results for a structure of composition C34H38F6N10PSV.

Computed properties:
energy above the lowest of the compared OMol25 structures with the same formula, charge and spin = 0.0 kJ/mol
DFT total energy = -4148.1495 Eh
⟨S²⟩ = 3.767
max |F| = 0.0124 hartree/bohr

```
! RIJCOSX wB97M-V def2-TZVPD def2/J DEFGRID3
* xyz 3 4
V -0.08079 0.26298 1.40165
S -0.19152 -0.58324 -3.31708
P 0.77495 -2.48987 1.53522
F 1.41620 -0.96230 2.13060
F 0.02657 -3.68389 0.89116
F 0.29051 -1.46817 0.22290
F 2.13356 -2.72400 0.81766
F -0.64916 -1.88273 2.17836
F 1.14937 -3.15788 2.87632
N -1.94446 0.25197 0.45845
N -2.37241 8.98403 2.05977
N -0.40776 2.27067 1.66585
N -4.05734 -0.32065 0.18763
N 1.36910 1.22998 0.19980
N -0.66131 0.54204 3.45132
N -1.73909 -2.64950 -3.80412
N 3.18405 2.64888 -1.31570
N -1.46960 -1.07274 -5.55315
N -2.16762 0.82293 5.74681
C -5.33205 -4.84665 -3.30208
C 1.26537 2.57083 0.07392
C -1.82661 1.80991 -1.55404
C -2.88955 6.65799 2.19200
C 3.30106 1.34103 -1.15503
C -3.24205 7.99938 2.24682
C -2.44369 0.93953 -0.65344
C -1.56661 6.32991 1.90849
C 0.19309 3.17363 0.88139
C -1.27981 -0.14824 5.62462
C -1.25978 -1.54111 -4.33967
C -3.78064 0.57910 -0.83027
C 2.38668 0.61131 -0.39787
C -4.56522 1.08057 -1.86489
C -2.94704 -0.48681 0.91025
C -5.01752 1.44230 -6.41085
C -1.14729 4.92016 1.83129
C -2.44582 -1.47605 -6.58744
C -3.94936 1.95450 -2.73572
C -2.59802 2.30855 -2.58633
C -2.53053 -3.74123 -4.40447
C -1.68738 3.96702 2.70661
C -3.65885 0.75774 -6.32599
C -1.49160 1.59680 3.61520
C -2.27026 1.70164 4.75418
C -1.28570 2.65189 2.61007
C -2.78920 -4.82855 -3.36512
C -0.53324 -0.31886 4.45664
C -1.10848 8.67178 1.80274
C -3.77879 -0.76194 -6.39652
C -0.65574 7.36263 1.70698
C -0.15898 4.50709 0.93021
C 2.18027 3.26458 -0.70257
C -4.06747 -5.60976 -3.67534
H 2.11451 4.33834 -0.82723
H -4.41881 -1.04224 -7.23649
H -5.60463 0.80398 -1.98047
H -2.98236 2.50763 4.88194
H -2.56001 -2.55283 -6.57395
H -2.88481 -4.36719 -2.37418
H -6.22397 -5.40132 -3.58733
H 0.15010 -1.14687 4.33779
H 0.39416 7.17424 1.52306
H -0.42288 9.49987 1.66993
H -4.93740 -0.78183 0.36574
H -5.37862 -4.68090 -2.22364
H -0.98941 -0.20314 -5.73873
H -1.98876 -1.21442 -7.54099
H -2.36257 4.28332 3.48920
H -4.03789 -6.55826 -3.13981
H -0.78623 2.08855 -1.45969
H -5.47485 1.27993 -7.38641
H -4.51827 2.38006 -3.55164
H -5.38925 -3.87269 -3.79673
H -3.47196 -3.33250 -4.77394
H 2.47178 -0.45968 -0.27625
H -1.43717 -2.81082 -2.85362
H -3.01813 1.11033 -7.14080
H -1.97006 -4.15079 -5.24537
H -2.15593 2.99576 -3.29579
H -3.64766 5.89824 2.33409
H -2.89574 -1.15396 1.75658
H 0.31463 5.23208 0.28366
H -5.70517 1.04696 -5.65886
H -1.93081 -5.50057 -3.32316
H -4.08291 -5.86900 -4.73771
H -4.93281 2.51862 -6.26337
H -3.16363 1.04598 -5.39113
H 4.13748 0.84588 -1.63217
H -4.26578 8.29014 2.44935
H -4.27117 -1.14386 -5.49484
H -1.15417 -0.82795 6.45796
*
```

***

# 2
DFT (ωB97M-V with the def2-TZVPD basis set) results for a structure of composition C27H29N7O3S3Sn.

Computed properties:
energy above the lowest of the compared OMol25 structures with the same formula, charge and spin = 15.3 kJ/mol
DFT total energy = -3064.1172 Eh
max |F| = 0.0035 hartree/bohr

```
! RIJCOSX wB97M-V def2-TZVPD def2/J DEFGRID3
* xyz 0 1
Sn 1.38801 -0.52127 -1.66511
S 0.06589 -0.94035 -3.71422
S 0.16478 6.22622 -1.56071
S -0.77401 -0.74110 -0.47556
O 6.06327 0.62888 0.48692
O 4.86377 2.30940 -0.10533
O 1.74950 -3.48959 1.44699
N 1.48159 -0.31980 1.70531
N 2.70569 -0.89762 2.09026
N 1.98961 7.80811 2.30486
N 4.98334 1.22449 0.43216
N 3.84177 0.74007 0.99283
N 4.87323 -1.34926 1.56000
N 1.01838 1.78838 -1.76159
C -4.79040 -3.83567 1.30577
C -3.92839 -1.37916 -3.70153
C -1.09269 -3.89317 2.18342
C -2.47637 -3.84750 2.28483
C 2.29789 8.32939 1.12356
C -1.94590 -0.97875 -1.77187
C -0.24135 3.70137 -2.39254
C 1.79318 7.85871 -0.08244
C -1.59692 -1.05124 -3.12587
C -0.51879 -4.04712 0.91037
C -2.60403 -1.24966 -4.07576
C 0.56233 6.24838 1.17819
C -4.27447 -1.30725 -2.35665
C 3.85508 -0.48399 1.50327
C -0.29472 -3.80282 3.45887
C 0.93094 -3.99771 0.69885
C -2.71245 -4.13222 -0.07556
C 0.03648 2.35634 -2.47029
C 1.14003 6.78244 2.31773
C 0.53366 4.50759 -1.55328
C -3.29832 -3.94830 1.17159
C 1.55497 3.91340 -0.82648
C 0.90536 6.79616 -0.05196
C 1.75611 2.55101 -0.95182
C -1.33837 -4.18564 -0.23040
C -3.28973 -1.10902 -1.40761
C -0.78252 -4.31978 -1.62593
H 2.53570 2.06005 -0.38025
H -2.92354 -3.73824 3.26759
H 1.08070 0.17187 2.49612
H -3.54738 -1.05312 -0.35701
H -5.29851 -4.26553 0.44365
H -2.32663 -1.30586 -5.12085
H 2.99226 9.16178 1.13233
H -1.05592 4.11739 -2.96945
H -0.23112 -2.76416 3.79444
H -1.59941 -4.40966 -2.34024
H 2.09274 8.30599 -1.02046
H 1.28910 -4.43844 -0.24436
H -0.53382 1.69219 -3.10892
H -5.08575 -2.78580 1.37575
H 0.89974 6.37176 3.29172
H 0.72051 -4.16911 3.35145
H -5.14692 -4.33605 2.20616
H -0.13597 5.42524 1.24626
H -3.34393 -4.20757 -0.95309
H 5.76272 -1.04343 1.19603
H 4.70814 -2.29752 1.84602
H -0.20324 -3.43944 -1.91181
H -0.79864 -4.36692 4.24393
H -5.30831 -1.40306 -2.04968
H -4.68810 -1.53397 -4.45668
H 0.85407 -1.08495 1.47171
H 2.20141 4.47849 -0.17057
H 2.63815 -1.88681 2.28439
H -0.14354 -5.19745 -1.73746
*
```

***

# 3
DFT (ωB97M-V with the def2-TZVPD basis set) results for an isolated molecule of C7H12.

Computed properties:
energy above the lowest of the compared OMol25 structures with the same formula, charge and spin = 120.5 kJ/mol
DFT total energy = -273.8627 Eh
SMILES = CC1CC2(CC2)C1
max |F| = 0.0035 hartree/bohr

```
! RIJCOSX wB97M-V def2-TZVPD def2/J DEFGRID3
* xyz 0 1
C -0.22096 -0.07890 -1.11358
C 0.85763 -0.04762 -0.03144
C -1.25010 -0.51975 -0.03481
C 2.01633 0.89486 0.06593
C -0.15767 -0.37801 1.06163
C 2.24885 -0.58074 -0.14677
C -2.47370 0.36817 0.12213
H -3.12048 0.31957 -0.76219
H 2.64581 -1.16035 0.68328
H -0.04735 -0.79070 -1.92860
H 0.05622 -1.28048 1.64528
H -0.35126 0.44881 1.75584
H -2.16946 1.41403 0.25546
H 2.20038 1.56563 -0.76977
H 2.59059 -0.90811 -1.12570
H -0.44627 0.90341 -1.54653
H -1.55987 -1.56123 -0.16863
H -3.07107 0.08083 0.99597
H 2.25238 1.31060 1.04250
*
```

***

# 4
DFT (ωB97M-V with the def2-TZVPD basis set) results for a cluster of 5 separate species, C14H31NO19PS4 in total.

Computed properties:
energy above the lowest of the compared OMol25 structures with the same formula, charge and spin = 0.0 kJ/mol
DFT total energy = -3970.3642 Eh
max |F| = 0.0739 hartree/bohr

```
! RIJCOSX wB97M-V def2-TZVPD def2/J DEFGRID3
* xyz -1 1
S 4.42214 -5.89974 1.91746
S -2.44579 -0.85156 3.13005
S 7.12746 -1.95431 -3.08676
S 2.29216 -0.50936 0.73702
P -3.63819 -0.10908 -1.49150
O 5.31988 -6.99424 1.86641
O 3.69716 -5.59025 3.09377
O 1.30914 -0.84586 -0.46599
O 8.28485 -1.97838 -3.90101
O -2.29150 -0.59339 4.71318
O -4.64741 1.32732 -1.42384
O -4.50936 3.63591 0.91413
O -2.25925 0.37939 2.46327
O 5.17908 -4.57182 1.42973
O 7.51151 -1.35756 -1.64906
O 3.45646 0.11139 0.20126
O -3.56259 -1.68171 2.90136
O 6.19207 -0.74811 -3.56806
O 3.40087 -6.03044 0.68703
O 6.32241 -3.10285 -2.88682
O -2.41670 0.75810 -2.37708
O 2.38054 -1.64827 1.58359
O -1.11319 -1.73503 2.94598
O 1.39129 0.58541 1.45923
N -5.29314 5.03725 -0.69942
C -3.45570 3.36600 -1.12926
C 5.94384 0.15422 -2.47525
C -4.44047 3.97972 -0.19920
C 4.78323 -4.25146 0.08699
C -5.40854 6.09620 0.28684
C -0.01362 -0.31977 -0.17495
C -1.23894 -1.40591 5.24364
C 0.25708 0.92740 0.62581
C -6.61081 4.39704 -0.95378
C -4.10369 2.39997 -2.12470
C 3.38294 -4.79276 -0.04338
C -3.00305 1.86463 -3.06653
C -0.27096 -1.58746 4.09175
C 7.17381 0.03646 -1.60216
H -7.24824 4.44107 -0.07616
H 5.79344 1.16224 -2.85117
H 5.04630 -0.17569 -1.94863
H 0.36184 -2.46319 4.20658
H 0.54499 1.76228 -0.01643
H -0.56625 -0.12203 -1.09215
H -2.82717 -1.32368 -1.48585
H -5.82501 6.98368 -0.17384
H -2.96048 0.31989 -0.26548
H -0.58485 1.21629 1.24457
H -6.07311 5.83771 1.10779
H -6.43215 3.36309 -1.20973
H -2.78473 2.78776 -0.52187
H -4.43229 6.35791 0.66944
H 2.65678 -4.12764 0.42891
H -4.66514 -0.77034 -0.71355
H -0.78146 -0.91102 6.09664
H -3.44133 1.43500 -3.96111
H -2.93118 4.13289 -1.68780
H -4.31115 -0.58795 -2.68640
H 4.82459 -3.17818 -0.07775
H -1.66575 -2.36048 5.56032
H 3.09776 -4.96610 -1.07703
H 0.35478 -0.70297 3.94882
H -2.17099 2.53904 -3.21442
H -4.91896 2.83898 -2.69006
H 6.98847 0.34369 -0.57691
H -0.54900 -1.06340 0.41553
H 8.01245 0.60551 -2.01033
H 5.46578 -4.75211 -0.60214
H -7.08295 4.88064 -1.79954
*
```

***

# 5
DFT (ωB97M-V with the def2-TZVPD basis set) results for an isolated molecule of C4H8Cl2Si.

Computed properties:
energy above the lowest of the compared OMol25 structures with the same formula, charge and spin = 160.3 kJ/mol
DFT total energy = -1367.1211 Eh
SMILES = C/C=C(/C)[SiH](Cl)Cl
max |F| = 0.0999 hartree/bohr

```
! RIJCOSX wB97M-V def2-TZVPD def2/J DEFGRID3
* xyz 0 1
Cl -2.23735 1.51928 0.87004
Cl -2.45267 -1.07899 -1.17476
Si -1.62213 -0.50441 0.57454
C 0.15612 1.20340 -1.69822
C 0.90063 0.38001 -0.61084
C 1.17856 -1.09710 1.36556
C 0.36572 -0.40284 0.32047
H 0.35542 2.12788 -1.38498
H 0.56194 0.89227 -2.62916
H -2.15308 -0.83010 1.85323
H 2.14774 -0.86050 1.31959
H 0.97180 -2.21849 1.33824
H -0.86250 0.91717 -1.60311
H 1.97609 0.58701 -0.73070
H 0.71371 -0.63458 2.19009
*
```

***

# 6
DFT (ωB97M-V with the def2-TZVPD basis set) results for a cluster of 2 separate species, C4H13N2O in total.

Computed properties:
energy above the lowest of the compared OMol25 structures with the same formula, charge and spin = 223.2 kJ/mol
DFT total energy = -344.6818 Eh
max |F| = 0.0485 hartree/bohr

```
! RIJCOSX wB97M-V def2-TZVPD def2/J DEFGRID3
* xyz 1 1
O 1.12841 -0.58907 -1.14378
N 0.98838 0.51096 1.25014
N 1.22014 -3.06420 -1.40485
C 0.43935 -1.88716 -1.36502
C -2.38526 2.22046 0.62761
C -1.22672 1.23127 0.63280
C -0.13637 1.45128 1.37581
H 1.93397 -0.66084 -1.68210
H 0.74457 -0.36054 1.73156
H 1.83859 -3.16386 -0.57277
H -1.27980 0.40668 -0.08516
H -3.28507 1.65876 0.88341
H 1.92391 -3.14695 -2.15929
H -2.14772 2.99849 1.40004
H -0.00098 -1.75073 -2.33913
H -2.46495 2.67100 -0.37379
H -0.30102 -1.95782 -0.54211
H 1.86208 0.85206 1.62089
H 1.13765 0.19525 0.22949
H 0.01084 2.38497 1.91623
*
```